1.
Density functional theory data (ωB97M-V with the def2-TZVPD basis set) for a single C2H3NO2S molecule in a non-equilibrium geometry.

The geometry in XYZ format:
```
9
C2H3NO2S ωB97M-V with the def2-TZVPD basis set
O 2.51630 -1.66713 0.18378
C 1.44827 -1.02651 0.37584
S 1.13626 0.25657 -0.90051
C -0.23426 1.35892 -0.16882
N -1.45758 0.87559 0.10096
O -1.66032 -0.38521 -0.30084
H 0.74846 -1.14842 1.16453
H 0.20044 2.31361 0.38542
H -2.69756 -0.57743 -0.84035
```

- total charge = 0
- E_tot (hartree) = -681.28349
- orbital gap (eV) = 9.695
- ΔE to the lowest compared entry with this formula, charge and spin (kcal per mole) = 110.3
- LUMO (eV) = -0.07
- SMILES string = O=CS/C=N\O

---

2.
Density functional theory data (ωB97M-V with the def2-TZVPD basis set) for 2 unconnected molecules or ions with the total composition C2H3NO2S in a non-equilibrium geometry.

The geometry in XYZ format:
```
9
C2H3NO2S ωB97M-V with the def2-TZVPD basis set
C -0.20130 -0.33131 0.10205
C -0.23966 0.81740 -0.57742
N 0.00993 -2.00063 -2.92662
O -0.98272 -2.62894 -2.87550
O 1.15562 -2.16024 -3.13849
S -1.17649 1.07338 -1.99021
H 0.39996 -0.43663 0.98937
H -0.78743 -1.18417 -0.19883
H 0.33916 1.67659 -0.26024
```

- spin multiplicity = 3
- ⟨S²⟩ = 2.03
- total charge = 0
- E_tot (hartree) = -681.24014
- orbital gap (alpha / beta) (eV) = 9.722 / 6.828
- ΔE to the lowest compared entry with this formula, charge and spin (kcal per mole) = 36.6
- LUMO (alpha / beta) (eV) = 0.43 / -2.19

---

3.
Density functional theory data (ωB97M-V with the def2-TZVPD basis set) for 2 unconnected molecules or ions with the total composition C2H3NO2S2 in a non-equilibrium geometry.

The geometry in XYZ format:
```
10
C2H3NO2S2 ωB97M-V with the def2-TZVPD basis set
S -0.13624 2.30596 -0.12815
C -0.69513 0.84499 -0.08369
C -1.27679 -0.27960 0.12858
S -3.11807 -0.39436 0.05175
H -0.86525 -1.18006 0.31729
H -3.17463 -1.59876 -0.51204
O 1.86057 -1.39361 -0.13694
N 1.63788 -0.26496 0.14640
O 2.84272 0.45218 -0.10641
H 2.92495 1.50825 0.32321
```

- total charge = 0
- E_tot (hartree) = -1079.42784
- orbital gap (eV) = 7.565
- ΔE to the lowest compared entry with this formula, charge and spin (kcal per mole) = 121.1
- LUMO (eV) = -0.84
- SMILES string = S=C=CS.O=NO